89
Properties=species:S:1:pos:R:3:forces:R:3:mulliken_spin:R:1 method="wB97M-V/def2-TZVPD" homo_lumo_gap_ev="3.09 / 3.06" multiplicity=4 total_charge=-1 e_lumo_ev="-0.80 / -0.80"
Co 0.154 -0.090 -0.048 -0.6 0.7 -0.4 2.697
C -1.064 -0.119 -3.382 -0.1 0.1 0.0 0.002
C -1.473 1.072 -2.565 0.0 -0.1 -0.1 -0.013
C -2.385 2.011 -3.097 0.0 0.0 -0.1 0.002
C -2.686 3.151 -2.414 0.1 -0.1 0.0 -0.002
C -2.042 3.419 -1.187 0.1 -0.1 0.1 0.003
C -2.181 4.609 -0.431 -0.1 0.1 -0.1 -0.001
Br -3.368 5.987 -1.016 0.0 0.0 0.0 0.000
C -1.443 4.822 0.697 0.0 -0.1 0.0 0.002
C -0.536 3.853 1.129 0.1 -0.2 -0.1 0.006
Br 0.546 4.205 2.648 0.0 0.0 0.0 0.000
C -0.337 2.631 0.469 0.1 0.2 0.2 0.024
O 0.529 1.763 0.816 -0.1 -0.2 -0.1 0.054
C -1.157 2.428 -0.712 0.0 0.0 -0.1 -0.008
N -0.928 1.262 -1.384 -0.1 0.3 0.3 0.033
H -1.457 -0.033 -4.396 0.0 0.0 0.0 0.000
H -1.435 -1.050 -2.961 0.1 0.1 -0.1 -0.002
H 0.024 -0.182 -3.413 0.0 0.0 0.0 0.001
H -2.841 1.803 -4.057 0.0 0.0 0.1 0.000
H -3.384 3.869 -2.822 0.0 0.0 0.0 0.000
H -1.548 5.745 1.250 0.0 0.0 0.0 0.000
C 2.881 -3.294 6.432 0.0 0.1 0.0 0.000
C 2.679 -1.788 6.280 0.1 -0.2 -0.1 0.000
N 2.419 -1.402 4.900 -0.1 0.1 0.1 0.002
C 1.114 -1.210 4.502 0.2 0.0 0.2 0.003
C 0.718 -0.993 3.234 -0.1 0.2 -0.1 -0.002
C -0.751 -0.637 2.951 -0.1 0.1 0.3 0.001
O -1.499 -0.711 3.937 0.1 0.0 -0.2 0.001
O -1.002 -0.254 1.786 -0.1 -0.2 -0.1 0.038
C 1.716 -1.019 2.210 -0.1 0.1 0.9 0.017
O 1.507 -1.076 1.013 0.3 -0.6 -0.9 0.019
C 3.106 -0.977 2.653 0.2 -0.3 0.3 0.009
C 4.088 -0.711 1.710 0.0 0.1 -0.4 -0.004
C 5.398 -0.751 2.088 0.0 0.1 0.0 0.001
F 6.359 -0.425 1.188 0.1 0.0 0.0 0.000
C 5.777 -1.113 3.379 -0.1 0.0 -0.1 0.001
C 4.796 -1.353 4.322 0.0 -0.1 0.2 -0.001
C 3.440 -1.244 3.988 -0.1 0.0 0.0 0.000
N 7.143 -1.250 3.773 0.2 0.1 0.0 0.000
C 7.655 -0.205 4.637 0.1 -0.1 -0.1 0.000
C 8.862 -0.735 5.388 -0.1 0.1 0.1 0.000
N 9.887 -1.170 4.373 -0.2 -0.1 0.0 0.000
C 9.321 -2.223 3.452 -0.1 0.0 -0.1 0.000
C 8.115 -1.618 2.758 0.0 0.0 0.2 0.000
H 3.111 -3.548 7.469 0.0 0.0 0.0 0.000
H 3.697 -3.641 5.795 0.0 0.0 0.0 0.000
H 1.974 -3.822 6.136 0.0 0.0 0.0 0.000
H 3.549 -1.244 6.650 0.0 0.1 0.0 0.000
H 1.826 -1.467 6.871 0.0 0.1 0.0 0.000
H 0.365 -1.221 5.287 0.0 0.0 -0.1 0.000
H 3.789 -0.452 0.690 0.0 0.0 0.1 0.001
H 5.109 -1.646 5.317 0.0 0.0 0.0 0.000
H 6.892 0.093 5.351 0.0 0.0 0.0 0.000
H 7.951 0.695 4.070 -0.1 0.1 0.0 0.000
H 8.589 -1.613 5.970 0.1 -0.1 0.0 0.000
H 9.307 0.016 6.037 0.1 0.0 -0.1 0.000
H 10.736 -1.496 4.827 0.1 0.0 0.0 0.000
H 10.125 -0.358 3.801 0.1 0.1 0.0 0.000
H 9.028 -3.072 4.064 0.1 0.0 0.1 0.000
H 10.094 -2.520 2.746 0.1 0.1 0.0 0.000
H 7.689 -2.352 2.080 0.0 0.0 0.0 0.000
H 8.445 -0.763 2.151 0.0 0.0 -0.1 0.000
Cl 0.911 -2.626 -1.894 -0.2 -0.1 0.2 0.005
C 2.473 -2.217 -2.504 0.2 0.1 -0.1 0.007
C 3.161 -3.215 -3.175 -0.1 -0.1 0.0 -0.001
C 4.407 -2.969 -3.721 0.1 0.0 0.0 0.002
C 4.962 -1.707 -3.579 0.0 0.1 0.1 -0.001
C 4.269 -0.717 -2.903 -0.3 -0.3 0.1 -0.002
Cl 5.067 0.824 -2.754 0.0 0.1 0.0 0.000
C 2.975 -0.908 -2.337 0.3 0.4 0.1 0.009
S 2.150 0.406 -1.543 0.2 -0.2 -0.3 0.057
H 2.697 -4.191 -3.268 0.0 0.1 0.0 0.000
H 4.937 -3.748 -4.255 0.0 0.0 0.0 0.000
H 5.937 -1.475 -3.991 0.0 0.0 0.0 0.000
F -2.470 -2.958 1.402 -0.1 -0.1 0.0 0.000
C -3.484 -2.871 0.538 0.2 0.1 0.0 0.002
F -4.442 -2.132 1.076 0.0 0.0 0.0 0.000
F -3.933 -4.107 0.326 -0.1 0.1 0.0 0.000
S -2.805 -2.108 -1.043 0.2 -0.1 -0.1 0.006
O -1.633 -1.422 -0.567 -0.1 0.1 -0.1 0.029
O -2.592 -3.225 -1.924 0.0 0.0 0.2 0.001
N -3.838 -1.045 -1.619 -0.1 -0.4 0.1 0.000
S -5.163 -1.677 -2.247 -0.2 -0.2 0.0 0.000
O -5.661 -2.798 -1.496 0.0 0.0 -0.1 0.000
O -6.076 -0.645 -2.633 0.2 0.3 0.1 0.000
C -4.685 -2.429 -3.908 -0.2 0.2 -0.1 0.000
F -3.530 -1.949 -4.374 -0.1 -0.1 0.0 0.000
F -5.645 -2.097 -4.796 0.2 -0.1 0.0 0.000
F -4.628 -3.755 -3.866 0.1 0.0 0.0 0.000

19
Properties=species:S:1:pos:R:3:forces:R:3:nbo_charge:R:1 method="wB97M-V/def2-TZVPD" homo_lumo_gap_ev=6.18 total_charge=+1 e_lumo_ev=-6.67 de_lowest_ev=4.707
O -1.086 0.349 -1.836 1.0 -2.9 3.9 -0.552
C -0.324 -0.275 -0.869 5.7 3.2 -2.7 0.705
N 0.979 0.482 -0.556 -5.1 -0.8 -0.4 -0.513
C 1.117 0.962 0.869 0.6 -1.7 0.4 -0.256
C -0.249 1.411 1.420 0.4 1.0 0.2 -0.544
S -0.466 3.192 1.550 -0.3 0.6 -1.3 0.051
C -0.107 -1.741 -1.053 -2.6 -2.7 0.6 -0.343
N 0.197 -2.615 0.042 0.5 -1.8 1.5 -0.844
H 0.794 1.230 -1.236 0.9 0.7 0.7 0.388
H 1.441 0.074 1.482 -0.2 0.7 -0.8 0.230
H 1.944 1.700 0.951 -0.8 -0.3 -0.3 0.263
H -1.016 0.976 0.755 -0.1 0.0 0.7 0.196
H -0.379 1.164 2.486 0.0 -0.5 -0.6 0.262
H -0.595 3.529 0.202 0.2 -0.4 1.1 0.127
H 0.719 -1.762 -1.776 -0.1 0.4 -0.1 0.297
H -0.983 -2.248 -1.522 0.2 1.0 -0.5 0.217
H -1.758 -0.369 -1.781 -0.8 0.8 -1.7 0.519
H -0.040 -3.650 -0.083 0.5 2.2 -0.4 0.410
H -0.188 -2.410 0.956 0.0 0.5 -0.2 0.386